DFT (the ωB97M-V functional and the def2-TZVPD basis) results for a 12-piece molecular cluster, C38H107F6N9O11P overall in a non-equilibrium geometry.

Structure (XYZ):
```
172
C38H107F6N9O11P | the Open Molecules 2025 dataset | the ωB97M-V functional and the def2-TZVPD basis
P -0.635 0.557 -0.209
F 0.283 1.951 -0.178
F 0.374 -0.278 0.801
F -1.454 1.019 1.101
F -1.617 -0.793 -0.437
F -1.632 1.332 -1.225
F 0.280 0.158 -1.526
C 1.308 -2.550 -3.034
C 2.548 -2.911 -3.889
C 2.399 -4.281 -4.615
O 2.254 -5.352 -3.678
C 2.452 -6.565 -4.327
N 2.840 -1.800 -4.751
H 1.049 -3.389 -2.387
H 0.470 -2.249 -3.662
H 1.573 -1.755 -2.337
H 3.378 -3.010 -3.189
H 3.326 -4.356 -5.183
H 1.572 -4.271 -5.324
H 2.616 -7.203 -3.459
H 3.344 -6.533 -4.952
H 1.597 -6.980 -4.862
H 3.518 -2.022 -5.466
H 2.037 -1.684 -5.352
C 0.802 1.038 -4.622
C 2.121 1.681 -4.154
C 1.823 2.999 -3.411
O 1.095 3.869 -4.302
C 0.582 4.997 -3.587
N 2.667 0.700 -3.225
H 0.934 0.044 -5.050
H 0.360 1.681 -5.382
H 0.112 1.051 -3.778
H 2.790 1.921 -4.980
H 2.765 3.476 -3.138
H 1.366 2.860 -2.431
H 1.289 5.439 -2.885
H -0.414 4.799 -3.192
H 0.417 5.864 -4.226
H 2.799 -0.209 -3.646
H 1.925 0.422 -2.599
C -3.036 3.719 2.712
C -2.787 4.382 1.308
C -2.928 5.907 1.345
O -2.838 6.402 -0.004
C -2.676 7.778 -0.068
N -1.487 3.905 0.822
H -4.006 4.024 3.107
H -2.206 3.993 3.363
H -3.104 2.633 2.648
H -3.589 4.087 0.632
H -2.164 6.329 1.997
H -3.896 6.141 1.787
H -2.895 8.144 -1.071
H -1.630 8.000 0.145
H -3.356 8.343 0.570
H -1.576 2.923 0.604
H -1.461 4.311 -0.102
C 1.369 5.838 0.160
C 2.045 4.712 0.882
C 3.464 5.078 1.573
O 4.059 4.010 2.261
C 5.266 4.402 2.896
N 1.167 4.264 1.928
H 0.547 5.339 -0.354
H 1.971 6.342 -0.596
H 0.928 6.483 0.920
H 2.182 3.924 0.142
H 3.233 5.915 2.230
H 4.163 5.371 0.789
H 6.030 4.594 2.142
H 5.711 3.596 3.479
H 5.199 5.202 3.633
H 1.083 5.088 2.505
H 0.272 4.262 1.461
C -1.751 -3.540 4.762
C -3.195 -3.300 4.305
C -3.624 -4.289 3.238
O -2.878 -4.272 2.021
C -3.108 -3.108 1.186
N -3.956 -3.542 5.512
H -1.699 -4.491 5.292
H -1.306 -2.853 5.482
H -1.026 -3.606 3.950
H -3.281 -2.271 3.958
H -4.688 -4.240 3.011
H -3.448 -5.321 3.545
H -2.666 -2.181 1.551
H -4.186 -2.999 1.066
H -2.646 -3.305 0.219
H -4.884 -3.235 5.259
H -3.726 -2.877 6.237
C -1.436 -0.194 4.239
C -0.056 0.422 4.415
C 1.082 -0.604 4.564
O 2.310 0.165 4.546
C 3.313 -0.482 5.303
N 0.209 1.231 3.287
H -1.445 -0.750 3.302
H -2.274 0.502 4.195
H -1.668 -0.833 5.091
H -0.064 1.072 5.290
H 1.077 -1.274 3.704
H 0.922 -1.182 5.474
H 2.948 -0.805 6.278
H 4.099 0.250 5.490
H 3.757 -1.304 4.742
H -0.521 1.925 3.212
H 0.086 0.620 2.493
C 3.453 -0.968 0.017
C 3.405 -0.004 1.280
C 4.762 0.099 1.939
O 4.685 0.953 3.095
C 5.919 0.875 3.813
N 2.894 1.332 0.964
H 2.525 -1.074 -0.545
H 3.621 -2.017 0.259
H 4.146 -0.668 -0.768
H 2.699 -0.358 2.031
H 5.528 0.460 1.252
H 5.002 -0.933 2.197
H 5.983 1.398 4.767
H 6.675 1.343 3.184
H 6.120 -0.169 4.053
H 2.022 1.171 0.482
H 3.480 1.733 0.246
C 0.344 -3.154 0.745
C 0.743 -4.653 0.880
C 1.727 -4.789 2.088
O 2.899 -4.017 1.993
C 3.518 -4.050 3.323
N -0.365 -5.612 1.071
H 1.187 -2.492 0.548
H -0.247 -2.808 1.593
H -0.375 -3.012 -0.062
H 1.127 -4.898 -0.110
H 1.966 -5.844 2.226
H 1.169 -4.537 2.990
H 3.689 -5.045 3.732
H 2.890 -3.451 3.982
H 4.510 -3.600 3.270
H -0.949 -5.660 0.249
H -0.991 -5.189 1.742
C -4.777 -4.649 -5.331
C -4.346 -3.244 -5.826
C -3.492 -2.534 -4.752
O -4.269 -2.000 -3.722
C -3.542 -1.449 -2.651
N -3.661 -3.424 -7.111
H -3.993 -5.401 -5.242
H -5.581 -5.126 -5.890
H -5.164 -4.525 -4.319
H -5.149 -2.549 -6.068
H -3.105 -1.714 -5.356
H -2.642 -3.129 -4.419
H -3.013 -0.550 -2.964
H -2.767 -2.062 -2.191
H -4.222 -1.303 -1.811
H -3.603 -2.503 -7.523
H -4.258 -3.920 -7.758
C -4.817 1.419 0.031
O -5.631 2.318 0.786
H -5.348 1.105 -0.867
H -3.919 1.923 -0.325
H -4.499 0.515 0.550
H -6.002 3.036 0.267
C -3.358 2.434 -3.824
O -2.493 3.141 -2.952
H -3.998 3.136 -4.359
H -2.681 2.067 -4.596
H -3.925 1.640 -3.336
H -2.144 2.546 -2.285
```

## Properties
ΔE to the lowest compared entry with this formula, charge and spin	318.4	kJ/mol
total charge	-1
HOMO	-5.41	eV
orbital gap	7.7010	eV
E_LUMO	0.08405	Eh